1 | A 4-piece molecular cluster, C2H11N3O2 overall, computed with wB97M-V/def2-TZVPD.

Positions of all 18 atoms, in Å:
C 0.65032 0.24136 1.57938
N -0.64408 0.42315 0.89063
C -0.54355 0.70128 -0.50301
N -1.66014 0.97807 -1.09349
N 0.68439 0.85830 -1.14087
H 1.04498 -0.75843 1.45089
H 0.51300 0.48060 2.62811
H 1.35724 0.95200 1.14647
H -1.14906 1.22926 1.22226
H 0.24137 -0.74266 -1.08191
H -1.44642 1.10766 -2.06968
H 0.55505 1.67195 -1.73629
H -2.05932 -0.91584 0.67729
H -2.56373 -1.07046 -0.72281
O -2.57679 -1.50921 0.11587
H 2.13572 -0.50008 -0.47702
H 3.00066 -1.80307 -0.76408
O 2.46035 -1.34386 -0.12173

HOMO energy, hartree: -0.355
Kohn-Sham gap, eV: 7.70



2 | A 3-piece molecular cluster, C2H11N3O2 overall, computed with wB97M-V/def2-TZVPD.

Positions of all 18 atoms, in Å:
C 0.72044 0.07074 1.86488
N -0.10802 0.74419 0.83585
C -0.91485 0.21661 -0.13853
N -1.97729 1.02121 -0.19813
N -0.70166 -0.61371 -1.12975
H 1.03552 -0.99281 1.69422
H 1.64589 0.61956 2.08055
H 0.04608 0.06145 2.83269
H 0.13056 1.69453 0.68584
H -1.97218 1.92836 0.32896
H -2.38766 1.36041 -1.05079
H -1.31345 -0.37274 -1.91532
H -0.41993 -3.48053 -1.41009
H 0.61085 -2.89096 -0.63520
O 0.35971 -3.76911 -1.01605
H 1.79542 0.94521 -0.42722
H 1.48831 1.67855 -1.57403
O 1.96226 1.77904 -0.82790

HOMO energy, hartree: -0.335
SMILES: [H]/N=C(\N)NC.O.O
Kohn-Sham gap, eV: 9.52



Most stable structure - 2; separation to the second - 70.5 kcal/mol.